Record 1
20
Properties=species:S:1:pos:R:3 method="wB97M-V/def2-TZVPD" lumo_energy_ev=-8.1 energy_ha=-647.540027 charge=+2 orbital_gap_ev=8.536 relative_energy_ev=0.674
C -0.289 -1.734 -0.377
C -1.771 0.695 -0.765
C 2.978 0.864 -0.158
N -2.929 0.728 0.091
N 3.686 -0.089 0.320
O -0.826 -0.094 1.686
P -0.130 0.023 0.237
H -0.251 -2.314 0.498
H -1.270 -1.837 -0.777
H 0.536 -1.877 -1.038
H -1.800 0.053 -1.588
H -1.495 1.641 -1.249
H 2.170 0.639 -0.944
H 3.211 1.982 0.044
H -3.821 0.436 -0.523
H -2.845 0.358 1.000
H -3.178 1.672 0.266
H 4.529 0.063 0.956
H 3.641 -1.010 -0.080
H -0.147 -0.197 2.401

=====

Record 2
94
Properties=species:S:1:pos:R:3 method="wB97M-V/def2-TZVPD" smiles="COC[C@H](C)N.COC[C@H](C)N.COC[C@H](C)N.COC[C@H](C)N.NC(N)=O.O.O.O.O.O.O" lumo_energy_ev=0.2 energy_ha=-1839.733215 orbital_gap_ev=8.924
C -2.265 -6.425 -6.099
O -1.587 -5.612 -5.109
C -2.088 -4.279 -4.977
C -2.196 -3.548 -6.285
C -0.885 -3.277 -7.054
N -2.692 -2.200 -5.940
H -1.534 -7.137 -6.482
H -2.694 -6.000 -7.006
H -3.032 -7.041 -5.627
H -3.115 -4.322 -4.617
H -1.420 -3.751 -4.297
H -2.882 -3.979 -7.014
H -0.286 -2.617 -6.427
H -1.199 -2.735 -7.946
H -0.385 -4.228 -7.238
H -2.018 -1.657 -5.418
H -3.461 -2.362 -5.306
C -3.013 -1.269 6.109
O -2.914 -0.312 4.988
C -1.935 -0.737 4.034
C -0.424 -0.751 4.449
C 0.175 0.701 4.533
N 0.273 -1.537 3.477
H -3.298 -2.233 5.687
H -3.650 -0.692 6.780
H -2.108 -1.286 6.716
H -2.305 -1.682 3.634
H -1.976 -0.053 3.187
H -0.284 -1.302 5.379
H 0.344 1.184 3.570
H 1.163 0.601 4.981
H -0.477 1.435 5.007
H 1.149 -1.845 3.874
H 0.448 -0.953 2.671
C 2.462 -0.057 0.643
O 1.104 -0.053 0.372
C 0.743 -1.049 -0.516
C -0.785 -1.300 -0.785
C -1.554 -1.808 0.432
N -0.938 -2.237 -1.868
H 2.577 -0.364 1.682
H 2.705 1.001 0.742
H 3.136 -0.596 -0.022
H 1.257 -0.835 -1.453
H 1.147 -1.968 -0.091
H -1.308 -0.392 -1.084
H -1.253 -1.237 1.311
H -1.248 -2.821 0.691
H -2.629 -1.842 0.257
H -1.916 -2.465 -1.974
H -0.481 -3.055 -1.494
C 2.889 3.610 2.307
O 2.958 4.465 3.451
C 3.109 5.898 3.112
C 2.861 6.849 4.306
C 1.376 7.050 4.643
N 3.374 8.213 4.057
H 2.029 3.686 1.642
H 2.745 2.567 2.588
H 3.820 3.609 1.740
H 4.184 5.856 2.933
H 2.518 6.109 2.220
H 3.257 6.249 5.125
H 1.273 6.988 5.726
H 0.828 6.143 4.386
H 0.986 7.943 4.156
H 4.381 8.297 4.050
H 3.186 8.843 4.824
N 3.456 2.045 -2.928
C 3.492 2.510 -1.726
N 4.577 2.147 -1.174
O 2.705 3.269 -1.222
H 4.095 1.376 -3.332
H 2.737 2.192 -3.623
H 4.847 2.591 -0.307
H 5.028 1.361 -1.620
O -3.137 -4.935 1.828
H -3.151 -5.066 2.776
H -2.244 -5.164 1.568
O -1.830 2.057 -2.627
H -1.018 1.979 -2.126
H -2.421 1.420 -2.226
O 0.279 2.178 -0.876
H 0.567 1.455 -0.318
H 1.087 2.627 -1.123
O -3.600 0.739 0.222
H -4.227 1.130 -0.387
H -3.131 1.485 0.595
O -0.134 -5.057 -1.154
H -0.912 -5.448 -1.552
H 0.471 -4.931 -1.885
O -1.078 -0.392 -4.054
H -0.819 -1.002 -3.363
H -1.861 0.040 -3.712

=====

Record 3
17
Properties=species:S:1:pos:R:3 method="wB97M-V/def2-TZVPD" lumo_energy_ev="0.0 / -0.2" energy_ha=-305.830939 orbital_gap_ev="9.338 / 7.920" relative_energy_ev=5.249
C -2.058 -0.114 -0.007
C -0.938 -0.242 -0.991
N -0.458 1.109 -1.247
C 0.329 -0.869 -0.682
C 1.199 -0.707 0.495
C 2.015 0.533 0.679
N 0.935 0.212 1.595
H -2.162 0.952 -0.434
H -1.745 -0.101 1.053
H -2.872 -0.853 -0.112
H -1.307 -0.639 -1.943
H -0.260 1.539 -0.326
H 0.641 -1.711 -1.311
H 1.685 -1.632 0.807
H 3.011 0.449 1.100
H 1.867 1.301 -0.075
H 0.117 0.775 1.398

=====

Record 4
80
Properties=species:S:1:pos:R:3 method="wB97M-V/def2-TZVPD" multiplicity=6 s_squared=8.797 lumo_energy_ev="-3.9 / -5.6" energy_ha=-2724.374450 charge=+1 orbital_gap_ev="5.105 / 4.996"
Ir 0.437 -0.368 -0.135
C -2.024 0.230 5.909
C -2.006 -1.174 5.892
C -1.674 -1.879 4.751
C -1.356 -1.146 3.610
C -0.900 -1.532 2.312
N -0.653 -0.399 1.560
C -0.900 0.698 2.353
N -0.697 1.986 2.045
C 0.126 2.371 1.129
C 0.462 3.771 0.871
C 0.033 4.941 1.460
C 0.612 6.128 1.022
C 1.584 6.132 0.026
C 2.019 4.948 -0.561
C 1.443 3.774 -0.123
C 1.695 2.376 -0.471
N 2.586 1.981 -1.315
C 2.846 0.698 -1.580
N 2.011 -0.392 -1.394
C 2.742 -1.529 -1.698
N 2.330 -2.796 -1.601
C 1.429 -3.186 -0.769
N 0.821 -2.395 0.185
C -0.033 -3.183 0.933
N -0.773 -2.801 1.916
C 0.059 -4.562 0.457
C -0.526 -5.726 0.909
C -0.233 -6.898 0.219
C 0.613 -6.892 -0.885
C 1.224 -5.720 -1.321
C 0.944 -4.561 -0.626
C 4.047 -1.156 -2.138
C 5.169 -1.902 -2.496
C 6.336 -1.214 -2.757
C 6.399 0.187 -2.676
C 5.292 0.938 -2.336
C 4.112 0.250 -2.062
N 0.898 1.569 0.315
C -1.365 0.264 3.633
C -1.704 0.966 4.786
H -2.291 0.743 6.823
H -2.241 -1.714 6.799
H -1.644 -2.960 4.738
H -0.717 4.925 2.240
H 0.306 7.065 1.469
H 2.020 7.072 -0.282
H 2.781 4.941 -1.329
H -1.181 -5.722 1.770
H -0.668 -7.832 0.549
H 0.805 -7.820 -1.407
H 1.905 -5.711 -2.162
H 5.122 -2.981 -2.554
H 7.231 -1.760 -3.023
H 7.339 0.682 -2.882
H 5.326 2.017 -2.275
H -1.703 2.048 4.788
S -4.107 1.594 -0.098
C -3.528 3.064 -0.808
C -4.113 4.326 -0.821
C -3.532 5.300 -1.610
C -2.388 5.029 -2.370
C -1.778 3.795 -2.316
C -2.340 2.799 -1.515
N -1.904 1.498 -1.432
C -2.731 0.747 -0.773
C -2.609 -0.705 -0.838
C -3.726 -1.526 -0.691
C -3.681 -2.844 -1.112
C -2.530 -3.335 -1.708
C -1.385 -2.550 -1.774
C -1.387 -1.262 -1.268
H -5.007 4.531 -0.248
H -3.989 6.279 -1.669
H -1.991 5.797 -3.020
H -0.893 3.565 -2.896
H -4.646 -1.099 -0.307
H -4.557 -3.473 -1.027
H -2.505 -4.341 -2.109
H -0.487 -2.979 -2.204